Entry 1:
The following is a quantum chemistry calculation of C5H9N5O2 in the gas phase in a non-equilibrium geometry, from OMol25.

Geometry as ORCA input:
```
! RIJCOSX wB97M-V def2-TZVPD def2/J DEFGRID3
* xyz 0 1
C 1.106 0.730 0.651
C 3.251 -0.204 -0.189
C -1.794 0.408 -1.085
C -2.059 0.146 0.169
C -1.005 -0.284 1.137
N 2.396 0.721 -0.135
N 0.283 -0.279 0.482
N 0.469 -1.402 -0.332
N 2.616 1.998 -0.699
N 1.182 -2.312 0.373
O 0.946 1.806 1.154
O 3.445 -1.370 0.053
H -2.640 0.580 -1.701
H -0.817 0.294 -1.370
H -3.155 0.209 0.613
H -1.390 -1.372 1.530
H -0.802 0.386 2.109
H 2.393 2.076 -1.671
H 2.139 2.746 -0.169
H 1.097 -3.186 -0.144
H 2.175 -2.213 0.766
*
```

Summary:
HOMO level (spin up / spin down), eV: -7.7 / -8.7
ΔE to the lowest compared entry with this formula, charge and spin, kcal per mole: 147.9
Kohn-Sham gap (spin up / spin down), eV: 7.586 / 8.926
Molecular weight, g/mol: 171.160

Entry 2:
The following is a quantum chemistry calculation of a gas-phase ion, C5H9NO (charge -1) in a non-equilibrium geometry, from OMol25.

Geometry as ORCA input:
```
! RIJCOSX wB97M-V def2-TZVPD def2/J DEFGRID3
* xyz -1 2
O -1.853 -3.193 -0.419
C -0.914 -2.635 0.086
C -0.237 -1.528 -0.654
C 0.394 -0.646 0.371
C 0.548 0.662 -0.204
C 0.271 1.819 0.480
N 0.118 3.148 -0.025
H -0.519 -3.083 1.101
H -0.980 -1.051 -1.263
H 0.408 -1.820 -1.629
H 1.327 -1.068 0.880
H -0.152 -0.520 1.365
H 0.923 0.930 -1.151
H -0.246 1.764 1.475
H 0.483 3.760 0.574
H 0.430 3.461 -0.988
*
```

Summary:
HOMO level (spin up / spin down), eV: 1.0 / -3.1
ΔE to the lowest compared entry with this formula, charge and spin, kcal per mole: 54.1
Kohn-Sham gap (spin up / spin down), eV: 2.642 / 6.783
Molecular weight, g/mol: 99.133

Entry 3:
The following is a quantum chemistry calculation of C5H9NO in the gas phase, from OMol25.

Geometry as ORCA input:
```
! RIJCOSX wB97M-V def2-TZVPD def2/J DEFGRID3
* xyz 0 1
N -0.912 2.448 0.089
C -0.322 1.349 0.278
C 0.842 0.868 -0.569
C 1.279 -0.551 -0.177
C 0.079 -1.506 -0.040
C -1.137 -0.714 0.439
O -0.745 0.426 1.213
H -1.726 2.505 0.707
H 0.553 0.921 -1.626
H 1.665 1.578 -0.439
H 1.797 -0.498 0.786
H 1.998 -0.943 -0.904
H -0.183 -1.964 -1.002
H 0.327 -2.323 0.646
H -1.851 -1.287 1.030
H -1.665 -0.310 -0.431
*
```

Summary:
HOMO level, eV: -10.1
ΔE to the lowest compared entry with this formula, charge and spin, kcal per mole: 27.2
Structure (SMILES): [H]/N=C1/CCCCO1
Kohn-Sham gap, eV: 11.094
Molecular weight, g/mol: 99.133

Entry 4:
The following is a quantum chemistry calculation of a molecular structure, C5H9NO in a non-equilibrium geometry, from OMol25.

Geometry as ORCA input:
```
! RIJCOSX wB97M-V def2-TZVPD def2/J DEFGRID3
* xyz 0 1
C -0.821 0.690 0.308
C 2.457 -0.138 0.182
C -2.289 0.397 0.101
C -0.001 -1.317 -0.220
C 0.310 -0.154 -1.015
N 1.630 -0.059 -0.996
O -0.099 -2.113 0.615
H -0.269 -0.012 -1.920
H -0.466 0.514 1.321
H -0.516 1.681 -0.020
H 3.439 0.272 -0.056
H 2.061 0.423 1.043
H 2.606 -1.179 0.514
H -2.571 -0.587 0.482
H -2.909 1.136 0.617
H -2.563 0.446 -0.957
*
```

Summary:
HOMO level (spin up / spin down), eV: -7.3 / -7.3
ΔE to the lowest compared entry with this formula, charge and spin, kcal per mole: 119.1
Kohn-Sham gap (spin up / spin down), eV: 7.873 / 7.874
Molecular weight, g/mol: 99.133